Model 1:
The following is a DFT calculation (the ωB97M-V functional and the def2-TZVPD basis) of a cluster of 2 separate species, C2H4NO2 in total.

Structure (XYZ):
```
9
Properties=species:S:1:pos:R:3
C 2.42369 -0.11887 0.11287
C -1.40729 1.04665 -0.06810
N -1.22068 -0.27734 -0.26235
O 3.52834 0.14113 -0.03772
O 1.31822 -0.45292 0.18938
H -1.46735 1.42051 0.95007
H -1.29088 -0.49233 -1.23802
H -1.75432 -0.91523 0.39508
H -0.12974 -0.35160 -0.04121
```

Values from the calculation:
Orbital gap (spin up / spin down), eV: 10.80 / 11.76
Highest occupied orbital energy (spin up / spin down), hartree: -0.537 / -0.662
Net charge: +1
2S+1: 3

***

Model 2:
The following is a DFT calculation (the ωB97M-V functional and the def2-TZVPD basis) of the ion C2H4NO2 with charge +1.

Structure (XYZ):
```
9
Properties=species:S:1:pos:R:3
C 1.52258 0.13046 0.08530
C 0.14699 -0.17208 0.50601
N -1.06884 0.15554 -0.34796
O 2.41281 0.87850 0.02441
O 1.26158 -1.13311 -0.26427
H -0.19411 -0.70618 1.41079
H -0.93897 0.02038 -1.35604
H -1.24948 1.28603 -0.00511
H -1.89255 -0.45953 -0.05312
```

Values from the calculation:
Orbital gap (spin up / spin down), eV: 6.86 / 8.01
Highest occupied orbital energy (spin up / spin down), hartree: -0.425 / -0.636
Net charge: +1
2S+1: 3

***

model 1 is preferred energetically. Next in line: 373.1 kJ/mol higher.

***

Model 1:
The following is a DFT calculation (the ωB97M-V functional and the def2-TZVPD basis) of an isolated molecule of C3H5NS.

Structure (XYZ):
```
10
Properties=species:S:1:pos:R:3
C -0.85995 -1.89500 0.99915
C 0.26786 1.35766 -0.32446
C 0.51016 -0.07606 0.07259
N -0.49270 -1.02010 0.28824
S -0.84257 1.20337 -1.69686
H -1.85172 -2.41772 0.78864
H 1.21042 1.77069 -0.69383
H -0.19433 2.06405 0.33538
H 1.19093 -0.25615 1.00439
H 1.06190 -0.73074 -0.77325
```

Values from the calculation:
Orbital gap (spin up / spin down), eV: 4.77 / 4.78
Highest occupied orbital energy (spin up / spin down), hartree: -0.265 / -0.265

***

Model 2:
The following is a DFT calculation (the ωB97M-V functional and the def2-TZVPD basis) of an isolated molecule of C3H5NS.

Structure (XYZ):
```
10
Properties=species:S:1:pos:R:3
S -2.00660 0.05780 -0.07000
C -0.50926 -0.22226 0.39523
C 0.68925 0.07955 -0.42452
C 1.86130 0.67514 0.24594
N 1.96710 -0.70478 -0.24382
H -0.28563 -0.70208 1.37091
H 0.54131 0.38240 -1.42986
H 2.36058 1.43320 -0.28853
H 1.62188 0.98359 1.28950
H 1.84999 -1.28302 0.58481
```

Values from the calculation:
Orbital gap, eV: 8.64
Highest occupied orbital energy, hartree: -0.328
SMILES: S=C[C@H]1CN1

***

model 2 is preferred energetically. Next in line: 331.4 kJ/mol higher.

***

Model 1:
The following is a DFT calculation (the ωB97M-V functional and the def2-TZVPD basis) of an isolated molecule of C3H5NS.

Structure (XYZ):
```
10
Properties=species:S:1:pos:R:3
C -0.65302 0.73046 1.16252
C 0.53989 0.54016 0.64885
C 0.70284 -0.39965 -0.52928
N -0.42247 -0.65865 -1.28129
S 2.16588 -1.10743 -0.96262
H -0.70320 1.22025 2.14112
H -1.55595 0.36365 0.82957
H 1.45413 0.77678 1.29379
H -0.19935 -1.06816 -2.19712
H -1.32876 -0.39742 -1.10555
```

Values from the calculation:
Orbital gap, eV: 8.39
Highest occupied orbital energy, hartree: -0.312
SMILES: C=CC(N)=S

***

Model 2:
The following is a DFT calculation (the ωB97M-V functional and the def2-TZVPD basis) of an isolated molecule of C3H5NS.

Structure (XYZ):
```
10
Properties=species:S:1:pos:R:3
H -0.25416 1.84055 -2.59801
N -0.52508 1.06246 -1.87369
C 0.07710 1.32646 -0.80328
C -0.06425 0.35668 0.40498
C -0.09128 -1.00422 0.52241
S -0.33881 -2.13819 2.07280
H 0.44617 2.28680 -0.46148
H 0.01431 0.71500 1.43215
H 0.00267 -1.56372 -0.30353
H 0.73332 -2.88180 1.60767
```

Values from the calculation:
Orbital gap, eV: 9.65
Highest occupied orbital energy, hartree: -0.336
SMILES: [H]/N=C/C=C/S

***

model 1 is preferred energetically. Next in line: 138.3 kJ/mol higher.

***

Model 1:
The following is a DFT calculation (the ωB97M-V functional and the def2-TZVPD basis) of an isolated molecule of C3H5NS.

Structure (XYZ):
```
10
Properties=species:S:1:pos:R:3
S 2.04202 0.06448 -0.03349
C 0.40617 -0.20287 0.21578
N -0.71360 -0.00528 -0.57163
C -1.87022 0.76818 0.11331
C -1.85423 -0.70853 0.12993
H 0.02921 -0.17647 1.15782
H -1.60443 1.47822 0.96516
H -2.55060 1.42777 -0.45173
H -1.15352 -1.50685 0.80221
H -2.48819 -1.35801 -0.69041
```

Values from the calculation:
Orbital gap, eV: 8.35
Highest occupied orbital energy, hartree: -0.325
SMILES: S=CN1CC1

***

Model 2:
The following is a DFT calculation (the ωB97M-V functional and the def2-TZVPD basis) of a structure of composition C3H5NS.

Structure (XYZ):
```
10
Properties=species:S:1:pos:R:3
C -0.47994 0.72552 -0.69419
C 0.90304 0.41540 -0.03110
C 0.11195 -0.70602 0.63799
N -1.09783 -0.17814 0.05797
S -1.12545 1.61847 -1.98026
H 1.65362 0.15746 -0.68499
H 1.30013 1.19890 0.57461
H 0.36213 -1.76744 0.21725
H 0.42459 -0.78814 1.78554
H -2.05224 -0.67601 0.11718
```

Values from the calculation:
Orbital gap, eV: 9.06
Highest occupied orbital energy, hartree: -0.304

***

Model 3:
The following is a DFT calculation (the ωB97M-V functional and the def2-TZVPD basis) of an isolated molecule of C3H5NS.

Structure (XYZ):
```
10
Properties=species:S:1:pos:R:3
S -2.62113 0.66199 0.13405
C -1.08084 1.02945 -0.20797
N -0.14273 0.07783 -0.49342
C 0.08535 -0.82256 0.44391
C 1.29146 -0.19706 -0.15841
H -0.91656 2.00417 -0.71915
H -0.27186 -1.86321 -0.10261
H 0.03001 -0.63105 1.51555
H 1.84674 -0.63116 -0.99740
H 1.77956 0.37159 0.58545
```

Values from the calculation:
Orbital gap, eV: 8.72
Highest occupied orbital energy, hartree: -0.317
SMILES: S=CN1CC1

***

model 2 is preferred energetically. Next in line: 153.7 kJ/mol higher.

***

Model 1:
The following is a DFT calculation (the ωB97M-V functional and the def2-TZVPD basis) of a cluster of 2 separate species, C5H15N2O in total.

Structure (XYZ):
```
23
Properties=species:S:1:pos:R:3
C 0.09142 -1.23064 -1.38266
O 1.49723 -0.91486 -1.36888
C -0.70130 -0.02366 -1.87136
N -2.09281 -0.09601 -1.23256
H -0.19504 -1.55109 -0.37830
H 0.04366 -2.11085 -2.04916
H 1.58271 -0.14617 -0.78157
H -0.29654 0.94258 -1.51509
H -0.80071 0.01472 -2.96104
H -1.96561 -0.07030 -0.16477
H -2.55878 -0.95662 -1.54398
H -2.72339 0.64720 -1.47346
C 2.40779 0.52291 1.65355
C 0.99991 0.04373 1.46999
C -0.03292 0.86079 1.23060
N -1.43351 0.44727 1.27773
H 2.56863 1.62739 1.68055
H 2.89469 0.14809 2.57903
H 3.07733 0.15449 0.84944
H 0.90998 -1.03999 1.53786
H 0.20897 1.88398 0.92286
H -1.95723 1.21391 1.66103
H -1.52447 -0.36689 1.86018
```

Values from the calculation:
Orbital gap, eV: 9.65
Highest occupied orbital energy, hartree: -0.471
Net charge: +1

***

Model 2:
The following is a DFT calculation (the ωB97M-V functional and the def2-TZVPD basis) of a cluster of 2 separate species, C5H15N2O in total.

Structure (XYZ):
```
23
Properties=species:S:1:pos:R:3
C -1.51700 -0.00161 -1.38802
N -2.44890 0.90039 -0.72532
C -0.38249 -0.35168 -0.38717
N 0.42851 0.91440 -0.12345
C 0.60969 0.98936 1.42687
C 0.22515 -0.32971 1.95227
C -0.80083 -0.93545 0.98785
H -1.06211 0.45923 -2.26208
H -1.91329 -1.00677 -1.60014
H -3.11540 1.36260 -1.33042
H -3.08356 0.34016 -0.17854
H 0.16389 -1.18361 -0.82907
H -0.06741 1.67457 -0.57714
H 1.34748 0.70286 -0.52252
H 0.22974 1.96254 1.74405
H 1.66546 1.25583 1.59138
H 1.04726 -1.03977 2.02134
H -0.19687 -0.24891 2.95765
H -0.75176 -2.01403 0.87384
H -1.85002 -0.69664 1.15054
H 3.60333 -1.43474 -0.49077
H 3.47676 -1.31003 -2.05870
O 3.15188 -0.97548 -1.22452
```

Values from the calculation:
Orbital gap, eV: 11.01
Highest occupied orbital energy, hartree: -0.505
Net charge: +1

***

Model 3:
The following is a DFT calculation (the ωB97M-V functional and the def2-TZVPD basis) of a cluster of 2 separate species, C5H15N2O in total.

Structure (XYZ):
```
23
Properties=species:S:1:pos:R:3
C -2.42843 -0.76514 -0.36130
C -0.98337 -0.40072 -0.22672
C -0.78839 0.69323 0.84450
C 0.50998 1.43337 0.71693
C 0.62945 2.66430 0.18912
N 1.75248 3.36711 -0.09815
N -0.10041 -1.58474 0.13531
H -2.73186 -1.33765 0.54167
H -2.70654 -1.35192 -1.26629
H -3.23029 -0.03909 -0.39929
H -0.56820 -0.09167 -1.19261
H -0.78686 0.32718 1.89982
H -1.69799 1.29077 0.71644
H 1.43044 0.89764 0.93867
H -0.29340 3.16928 -0.10114
H 2.63331 2.95304 0.16617
H 1.76996 4.30482 -0.43283
H 0.82927 -1.44439 -0.28027
H -0.32383 -2.48397 -0.30170
H -0.06847 -1.75463 1.14222
H 2.38428 -3.66372 -0.19755
H 2.68672 -3.17337 -1.58997
O 2.08215 -3.00973 -0.84303
```

Values from the calculation:
Orbital gap, eV: 8.13
Highest occupied orbital energy, hartree: -0.409
Net charge: +1

***

Model 4:
The following is a DFT calculation (the ωB97M-V functional and the def2-TZVPD basis) of the ion C5H15N2O with charge +1.

Structure (XYZ):
```
23
Properties=species:S:1:pos:R:3
N -0.36245 -1.78573 -1.45742
C -1.45034 -1.73881 -0.45763
C -0.89378 -1.24098 0.84759
C -0.86191 0.28751 0.97413
C 0.21049 0.96281 0.08481
N 1.34046 0.00337 -0.18278
C 0.88495 2.25276 0.56562
O 1.91701 2.57879 -0.37555
H 0.12746 -2.67107 -1.38509
H -0.72713 -1.71163 -2.39688
H -2.21057 -1.05941 -0.84686
H -1.92171 -2.70277 -0.30906
H 0.06280 -1.71001 1.07498
H -1.50433 -1.58193 1.68588
H -1.81245 0.70762 0.67504
H -0.58097 0.50610 2.00710
H -0.22574 1.17242 -0.87743
H 1.01366 -0.64808 -0.92575
H 2.17115 0.52702 -0.48778
H 1.63019 -0.43461 0.68604
H 0.18561 3.07420 0.68432
H 1.44778 2.04822 1.47847
H 1.55983 3.16423 -1.06174
```

Values from the calculation:
Orbital gap, eV: 11.35
Highest occupied orbital energy, hartree: -0.519
Net charge: +1
SMILES: NCCC[C@H]([NH3+])CO

***

model 4 is preferred energetically. Next in line: 32.0 kJ/mol higher.

***

Model 1:
The following is a DFT calculation (the ωB97M-V functional and the def2-TZVPD basis) of a cluster of 3 separate species, C5H15N2O in total.

Structure (XYZ):
```
23
Properties=species:S:1:pos:R:3
C 3.13582 0.78449 0.23596
C 1.83930 0.54203 1.04469
C 1.17158 -0.60559 0.84351
C 1.53356 -1.61292 -0.02665
N -3.02711 -0.38310 1.09155
C -2.39732 -0.05283 -0.19273
N -1.79658 1.27280 -0.20438
H 2.86735 0.67348 -0.82542
H 3.63122 1.75878 0.34513
H 3.90254 0.03020 0.41137
H 1.71684 0.89972 2.06177
H -4.01004 -0.53396 1.27404
H -1.66772 -0.83221 -0.44456
H 0.36982 -0.75861 1.56548
H 2.54111 -1.50203 -0.46848
H 1.19940 -2.62905 0.25448
H -2.43526 -0.53798 1.87508
H -3.16961 -0.02638 -0.94077
H -2.39371 2.09213 -0.45926
H -0.98798 1.23253 -0.89551
H 0.39317 0.04165 -2.96484
H 0.56462 -0.51434 -1.54289
O -0.05669 0.00588 -2.11056
```

Values from the calculation:
Orbital gap, eV: 3.80
Highest occupied orbital energy, hartree: -0.425
Net charge: +1

***

Model 2:
The following is a DFT calculation (the ωB97M-V functional and the def2-TZVPD basis) of a cluster of 2 separate species, C5H15N2O in total.

Structure (XYZ):
```
23
Properties=species:S:1:pos:R:3
C -2.58092 0.03592 0.67058
C -1.26319 0.64993 1.08766
C -0.12550 0.51131 0.11140
C 1.14629 0.78306 0.44589
N 2.19651 0.76185 -0.42490
C 3.47886 1.40129 -0.13389
N -2.39029 -1.35074 0.11708
H -3.33270 0.05507 1.45294
H -2.94646 0.63047 -0.16186
H -1.47594 1.71011 1.27886
H -0.92300 0.32141 2.07262
H -0.35452 0.52496 -0.95240
H 1.39025 1.01114 1.47503
H 1.93224 0.81963 -1.39850
H 3.95190 0.88136 0.69869
H 4.15757 1.18842 -0.95468
H 3.34304 2.45222 0.11116
H -3.26382 -1.86042 -0.02616
H -1.69553 -1.87400 0.65462
H -1.92258 -1.37603 -0.80990
H -0.19288 -2.90709 -1.55339
H 0.66901 -1.61230 -1.16103
O -0.17193 -1.94924 -1.47047
```

Values from the calculation:
Orbital gap, eV: 8.11
Highest occupied orbital energy, hartree: -0.413
Net charge: +1

***

model 2 is preferred energetically. Next in line: 403.6 kJ/mol higher.